{"formula": "C5H10N2O4", "method": "ωB97M-V/def2-TZVPD", "lumo_energy_ev": -1.386, "de_lowest_ev": 6.962, "e_homo_ev": -9.50, "elements": ["C", "C", "C", "C", "C", "H", "H", "H", "H", "H", "H", "H", "H", "H", "H", "N", "N", "O", "O", "O", "O"], "positions_angstrom": [[1.316081, -0.333361, 0.116381], [-0.037031, 0.204094, 0.160636], [2.450315, 0.590852, 1.039324], [-2.194229, -0.822745, -0.699490], [-3.066793, 0.465944, -0.763067], [1.549437, 0.361375, -1.673162], [3.037597, -0.514963, -1.111134], [1.375959, -1.327064, 0.747522], [3.531026, 0.227147, 0.989525], [2.263853, 1.572458, 0.658976], [0.781950, 0.643637, 2.226337], [-0.233657, -1.755813, -1.346330], [-2.175231, -1.294945, 0.379466], [-2.358575, -1.768727, -1.394133], [-1.730601, 1.151517, 0.485491], [1.815241, -0.534488, -1.111164], [-0.763616, -0.447618, -0.877805], [-0.576006, 0.903967, 1.068016], [1.802722, 0.503854, 2.394225], [-3.906366, 0.799542, -1.488027], [-2.882076, 1.375337, 0.198410]], "atomic_forces_ev_per_a": [[4.7385, 0.0585, 6.7882], [-2.6218, -2.8158, -0.8764], [-4.2819, -1.9231, 1.1559], [0.6712, -1.9575, 1.3703], [0.7372, 1.1840, 3.1027], [0.9587, -2.2303, 0.6451], [-4.8610, -0.1341, 0.0646], [-0.7460, 1.6914, -0.9396], [-1.7623, 0.3059, 0.2874], [0.6992, 0.9221, -0.2297], [3.0809, -0.0598, 0.5241], [-0.9201, 5.4151, 1.8144], [-0.8648, 1.0512, -1.7722], [-0.3656, 2.6883, 1.0438], [-3.8160, 1.3791, 0.7398], [4.8707, 1.6170, -6.0787], [1.5492, -3.3246, -0.3127], [1.4835, -0.9897, -2.1663], [-0.5752, 0.4099, -1.6189], [-3.3320, -1.3845, -4.8548], [5.3576, -1.9033, 1.3129]], "nbo_charge": [-0.17, 0.68, -0.06, -0.34, 0.74, 0.37, 0.38, 0.24, 0.20, 0.17, 0.49, 0.46, 0.21, 0.24, 0.47, -0.83, -0.61, -0.60, -0.76, -0.55, -0.71]}